# 1
{"formula": "C12H22BrN4Pt", "method": "ωB97M-V/def2-TZVPD", "e_above_lowest_kj_mol": 0.00, "homo_lumo_gap_ha": 0.2647, "homo_ev": -18.646, "charge": 3, "lumo_energy_ev": -11.44, "symbols": ["Pt", "C", "C", "C", "C", "C", "Br", "N", "C", "H", "H", "H", "H", "H", "H", "N", "C", "C", "C", "N", "C", "C", "N", "C", "H", "H", "H", "H", "H", "H", "H", "H", "H", "H", "H", "H", "H", "H", "H", "H"], "xyz": [[-0.8207, -0.8794, 0.4623], [2.4825, 0.0898, 4.9473], [1.4860, -0.7709, 4.2539], [1.0050, -1.9668, 4.7953], [0.0757, -2.7295, 4.0984], [-0.3427, -2.2638, 2.8785], [-1.6001, -3.1597, 1.7780], [0.0916, -1.1269, 2.3339], [0.9854, -0.3983, 3.0050], [2.7587, -0.3061, 5.9201], [2.1065, 1.1080, 5.0718], [3.3854, 0.2050, 4.3423], [1.3614, -2.2975, 5.7627], [-0.3047, -3.6586, 4.5022], [1.3203, 0.5261, 2.5512], [-2.0010, 2.2686, -2.3326], [-0.9249, 1.7236, -3.2661], [0.4678, 1.8806, -2.6571], [0.8864, 0.8170, -1.6318], [0.2683, 1.0187, -0.2749], [0.6069, -0.5982, -2.1324], [-0.8132, -0.8071, -2.6583], [-1.7670, -0.9709, -1.4995], [-1.2237, 0.2790, -3.6612], [-1.8283, 3.2584, -2.1263], [-2.0383, 1.7449, -1.4589], [-2.9202, 2.2299, -2.7865], [-0.9864, 2.3472, -4.1585], [0.5931, 2.8870, -2.2446], [1.1812, 1.8094, -3.4801], [1.9679, 0.9059, -1.5199], [-0.1636, 1.9318, -0.1721], [1.0046, 0.9899, 0.4256], [0.7890, -1.3005, -1.3104], [1.3225, -0.8494, -2.9174], [-0.8091, -1.7454, -3.2135], [-2.0332, -1.9538, -1.4486], [-2.6448, -0.4837, -1.6585], [-2.2737, 0.1667, -3.9505], [-0.6506, 0.0788, -4.5687]]}


# 2
{"formula": "C12H22N2OS", "method": "ωB97M-V/def2-TZVPD", "e_above_lowest_kj_mol": 795.73, "homo_lumo_gap_ha": 0.3417, "homo_ev": -8.714, "lumo_energy_ev": 0.59, "symbols": ["C", "C", "C", "C", "C", "C", "C", "C", "C", "C", "C", "C", "H", "H", "H", "H", "H", "H", "H", "H", "H", "H", "H", "H", "H", "H", "H", "H", "H", "H", "H", "H", "H", "H", "N", "N", "O", "S"], "xyz": [[-1.8112, 2.3168, 0.7630], [0.9023, 2.7232, 0.7565], [0.6776, 1.8714, 1.9591], [1.0349, 0.2829, 1.8244], [2.4474, -0.0725, 1.2997], [2.9529, -0.1594, -0.3097], [1.9240, -0.9007, -1.0786], [1.5009, -2.4685, -0.8796], [0.1682, -2.8948, -1.3971], [-1.8554, -1.3852, -1.1278], [-2.8750, -1.1460, -0.3345], [-1.6409, -2.8755, 0.6617], [-1.6988, 1.3210, 1.0077], [-1.6186, 3.1298, 1.4830], [-2.7398, 2.5636, 0.2526], [0.9139, 3.7798, 1.1870], [1.9490, 2.6334, 0.4938], [-0.2511, 1.9322, 2.6176], [1.4193, 2.4603, 2.5891], [1.0181, -0.1825, 3.0135], [0.2928, -0.2071, 1.1674], [3.1646, 0.6177, 1.8202], [2.9478, -1.0950, 1.6375], [3.8989, -0.5249, -0.2220], [2.8874, 0.8223, -0.8257], [2.1271, -0.8073, -2.2619], [0.9947, -0.3480, -0.8454], [2.2979, -3.1818, -1.4632], [1.7530, -2.6778, 0.2850], [-0.1602, -2.4517, -2.4063], [0.1857, -3.8495, -1.3202], [-1.7397, -0.6738, -2.0428], [-3.5975, -0.2525, -0.6130], [-1.5150, -3.8150, 1.0376], [-1.0386, -2.3743, -0.4938], [-2.8748, -2.1064, 0.7103], [0.0583, 1.7687, -1.4960], [-0.3847, 2.8919, -0.5602]]}


# 3
{"formula": "C12H22NO2S", "method": "ωB97M-V/def2-TZVPD", "homo_lumo_gap_ha": 0.3286, "homo_ev": -12.393, "charge": 1, "lumo_energy_ev": -3.45, "symbols": ["C", "C", "S", "C", "C", "C", "C", "C", "O", "C", "C", "C", "C", "C", "N", "O", "H", "H", "H", "H", "H", "H", "H", "H", "H", "H", "H", "H", "H", "H", "H", "H", "H", "H", "H", "H", "H", "H"], "xyz": [[-0.0213, 1.9047, 1.7095], [0.6910, 0.9710, 1.4474], [1.7082, -0.3088, 1.0423], [0.6370, -1.6004, 0.3764], [-0.5621, -1.8848, 1.2963], [-1.8903, -1.2194, 0.8935], [-2.2521, -1.3238, -0.5868], [-3.5800, -0.6701, -0.9858], [-3.4879, 0.6798, -1.3788], [-3.0839, 1.5859, -0.3731], [-3.4253, 2.9961, -0.8180], [2.6069, 0.3445, -0.3727], [3.7622, -0.5940, -0.7592], [5.1006, 0.0637, -0.4404], [5.8453, -0.5555, 0.5902], [5.4168, 1.0695, -1.0057], [-0.6020, 2.7509, 1.9989], [1.3067, -2.4638, 0.3605], [0.3740, -1.3657, -0.6535], [-0.3105, -1.5431, 2.3062], [-0.6846, -2.9660, 1.3634], [-2.6703, -1.7436, 1.4528], [-1.9123, -0.1907, 1.2527], [-1.4908, -0.9045, -1.2522], [-2.3410, -2.3888, -0.8294], [-4.3344, -0.7955, -0.1962], [-3.9530, -1.1894, -1.8690], [-3.5639, 1.3349, 0.5839], [-1.9964, 1.5074, -0.2187], [-2.6576, 3.3828, -1.4893], [-3.4702, 3.6562, 0.0507], [-4.3832, 3.0145, -1.3346], [1.9114, 0.5437, -1.1877], [2.9819, 1.3151, -0.0406], [3.7223, -0.7411, -1.8401], [3.6879, -1.5816, -0.3010], [6.4398, 0.1667, 0.9941], [6.4811, -1.2567, 0.2141]]}


# 4
{"formula": "C12H23CeF3NO5P2S", "method": "ωB97M-V/def2-TZVPD", "e_above_lowest_kj_mol": 22.93, "homo_lumo_gap_ha": [0.1836, 0.1835], "homo_ev": [-19.052, -19.052], "charge": 3, "lumo_energy_ev": [-14.06, -14.06], "symbols": ["Ce", "P", "C", "C", "N", "C", "C", "C", "C", "C", "P", "H", "H", "H", "H", "H", "H", "H", "H", "O", "H", "H", "O", "H", "C", "H", "H", "H", "C", "H", "H", "H", "C", "H", "H", "H", "C", "H", "H", "H", "F", "C", "F", "F", "S", "O", "O", "O"], "xyz": [[0.0640, 0.7307, 1.0057], [2.7007, -0.7263, 0.9443], [2.5364, -0.9268, -0.9146], [1.2049, -1.2790, -1.5397], [0.0667, -0.7059, -1.0598], [-1.1031, -0.9333, -1.7173], [-1.2054, -1.8402, -2.7726], [-0.0276, -2.4032, -3.2777], [1.1940, -2.0934, -2.6706], [-2.3765, -0.2874, -1.2323], [-2.3683, 1.3769, -0.3826], [2.1533, -2.4548, -3.0594], [-2.2032, -2.0958, -3.1527], [-0.0688, -3.0707, -4.1250], [-3.0514, -0.1796, -2.0997], [-2.8525, -0.9450, -0.4815], [2.8918, 0.0476, -1.3223], [3.2493, -1.7297, -1.1729], [1.0362, 4.0232, -1.6111], [1.4813, 3.1433, -1.7348], [2.2619, 3.3088, -2.2661], [-0.4130, 4.6612, 0.5543], [-0.5248, 4.4890, -0.4106], [-0.9002, 5.3342, -0.7337], [-2.7935, 2.3934, -1.8251], [-3.8291, 2.2470, -2.1722], [-2.6257, 3.4410, -1.5589], [-2.0755, 2.1524, -2.6172], [-4.0238, 1.2630, 0.3909], [-4.1452, 2.1484, 1.0253], [-4.8451, 1.2112, -0.3456], [-4.0154, 0.3759, 1.0401], [2.7344, -2.4888, 1.3883], [3.7292, -2.8993, 1.1568], [2.5276, -2.5790, 2.4593], [1.9578, -3.0110, 0.8183], [4.5032, -0.4477, 1.0994], [4.7087, -0.1858, 2.1419], [5.1081, -1.3327, 0.8518], [4.7975, 0.4011, 0.4746], [-0.3276, -0.8473, 5.7000], [-0.1299, -1.3741, 4.4762], [1.1140, -0.9716, 4.0591], [-0.0945, -2.7164, 4.5709], [-1.3807, -0.7142, 3.2496], [-2.7045, -0.9391, 3.7441], [-0.8769, 0.7038, 3.2047], [-1.0585, -1.2739, 1.9006]]}


# 5
{"formula": "C12H23Cl8FO2", "method": "ωB97M-V/def2-TZVPD", "homo_lumo_gap_ha": 0.3951, "homo_ev": -10.423, "smiles": "O=COCCCF.ClCCCl.ClCCCl.ClCCCl.ClCCCl", "lumo_energy_ev": 0.33, "symbols": ["O", "C", "O", "C", "C", "C", "F", "H", "H", "H", "H", "H", "H", "H", "Cl", "C", "C", "Cl", "H", "H", "H", "H", "Cl", "C", "C", "Cl", "H", "H", "H", "H", "Cl", "C", "C", "Cl", "H", "H", "H", "H", "Cl", "C", "C", "Cl", "H", "H", "H", "H"], "xyz": [[-1.5993, 0.5252, 2.0156], [-2.3095, -0.3404, 2.3142], [-3.2107, -0.1618, 3.2822], [-3.5894, -1.3516, 3.9929], [-3.3083, -1.1585, 5.4643], [-1.8378, -1.3474, 5.8447], [-1.7410, -2.3971, 6.7354], [-2.2469, -1.2838, 1.7481], [-4.6647, -1.4601, 3.8842], [-3.1466, -2.2579, 3.5936], [-3.9109, -1.8182, 6.0760], [-3.5805, -0.1354, 5.6914], [-1.5128, -0.4757, 6.3957], [-1.1832, -1.5089, 4.9964], [-1.4447, 5.4016, -1.0742], [-2.0631, 4.0632, -0.0695], [-1.6235, 2.7165, -0.5791], [-2.3896, 2.3054, -2.1408], [-3.1469, 4.1429, -0.0349], [-1.6747, 4.2156, 0.9359], [-1.9125, 1.9429, 0.1280], [-0.5452, 2.6728, -0.7129], [2.0127, 3.2578, -2.1199], [1.5884, 3.4053, -3.8459], [0.7643, 2.2419, -4.3327], [1.7075, 0.7298, -4.3704], [2.5137, 3.5015, -4.4092], [1.0202, 4.3282, -3.9546], [0.4271, 2.4320, -5.3505], [-0.1085, 2.0795, -3.7065], [5.1017, 0.7061, -5.2638], [5.3460, 0.1277, -3.5975], [6.7960, 0.1603, -3.1877], [7.7745, -1.0392, -4.0718], [4.9347, -0.8764, -3.5273], [4.7653, 0.7826, -2.9482], [6.8823, -0.0789, -2.1289], [7.2342, 1.1407, -3.3572], [-2.3537, -3.5796, 1.3090], [-1.3240, -3.9758, -0.0960], [-0.2077, -4.9189, 0.2707], [0.9950, -4.1485, 1.3343], [-0.9413, -3.0434, -0.5042], [-1.9696, -4.4379, -0.8409], [0.3165, -5.2309, -0.6311], [-0.5848, -5.8049, 0.7755]]}


# 6
{"formula": "C12H23F6N5O3P2Sn", "method": "ωB97M-V/def2-TZVPD", "e_above_lowest_kj_mol": 0.00, "spin_multiplicity": 2, "homo_lumo_gap_ha": [0.3092, 0.2401], "homo_ev": [-12.344, -12.436], "s_squared": 0.768, "charge": 1, "lumo_energy_ev": [-3.93, -5.90], "symbols": ["Sn", "O", "N", "N", "O", "C", "C", "C", "C", "C", "C", "H", "H", "H", "H", "H", "F", "P", "F", "F", "F", "F", "F", "C", "N", "C", "P", "O", "N", "C", "C", "N", "C", "C", "H", "H", "H", "H", "H", "H", "H", "H", "H", "H", "H", "H", "H", "H", "H", "H", "H", "H"], "xyz": [[1.5260, 1.5547, 0.1983], [1.6935, -0.8412, -0.3562], [2.0883, -1.3751, -1.3770], [2.8403, -0.5317, -2.1540], [3.1137, 0.6066, -1.7707], [3.2779, -1.0270, -3.4143], [3.9332, -0.1355, -4.2595], [4.3516, -0.5868, -5.4944], [4.1169, -1.9053, -5.8723], [3.4599, -2.7806, -5.0152], [3.0313, -2.3534, -3.7737], [4.0925, 0.8861, -3.9477], [4.8558, 0.0911, -6.1685], [4.4460, -2.2516, -6.8427], [3.2796, -3.8027, -5.3170], [2.5204, -3.0270, -3.1038], [-0.1061, 0.9548, -1.1462], [-0.5551, 2.3258, -2.1853], [-0.2271, 3.2067, -0.8301], [1.0268, 2.3914, -2.5078], [-2.0417, 2.1169, -1.6604], [-0.7682, 1.2836, -3.3484], [-0.8831, 3.5924, -3.0359], [-1.4854, -1.5762, 0.3319], [-1.4123, -1.2693, 1.7594], [-1.9299, -2.3141, 2.6327], [-1.0745, 0.2481, 2.2410], [0.2544, 0.7151, 1.6190], [-0.9045, 0.2477, 3.8612], [-1.7779, 0.9578, 4.7868], [0.2485, -0.4126, 4.4656], [-2.2656, 1.2510, 1.7830], [-2.0597, 2.6966, 1.7185], [-3.6234, 0.8148, 1.4716], [-0.8536, -2.4370, 0.1022], [-1.1528, -0.7306, -0.2644], [-2.5147, -1.8116, 0.0470], [-1.3333, -3.2208, 2.5176], [-2.9664, -2.5521, 2.3771], [-1.8926, -1.9965, 3.6729], [-2.6038, 1.4175, 4.2514], [-1.2228, 1.7374, 5.3141], [-2.1880, 0.2663, 5.5262], [0.8149, -0.9474, 3.7056], [-0.0793, -1.1304, 5.2207], [0.9068, 0.3174, 4.9423], [-1.0868, 2.9616, 2.1269], [-2.8230, 3.2065, 2.3119], [-2.1188, 3.0480, 0.6876], [-3.7184, -0.2602, 1.5950], [-3.8719, 1.0751, 0.4408], [-4.3378, 1.3055, 2.1373]]}


# 7
{"formula": "C12H23F6NO5Ti", "method": "ωB97M-V/def2-TZVPD", "e_above_lowest_kj_mol": 0.00, "spin_multiplicity": 4, "homo_lumo_gap_ha": [0.1305, 0.2780], "homo_ev": [-0.838, -4.940], "s_squared": 3.752, "charge": -1, "lumo_energy_ev": [2.71, 2.63], "symbols": ["Ti", "C", "O", "O", "C", "F", "F", "F", "C", "C", "H", "H", "H", "H", "H", "H", "C", "O", "O", "C", "F", "F", "F", "C", "C", "H", "H", "H", "H", "H", "H", "C", "C", "C", "O", "C", "N", "H", "H", "H", "H", "H", "H", "H", "H", "H", "H", "H"], "xyz": [[0.5622, 19.6659, -1.0684], [1.5841, 19.8916, -4.2999], [2.1184, 21.2261, -4.4492], [1.7980, 19.4213, -3.1054], [0.1537, 19.7352, -4.8386], [-0.8403, 20.0079, -3.9791], [-0.0868, 20.5503, -5.8933], [-0.0649, 18.4923, -5.3012], [2.3547, 21.7088, -5.7372], [3.5080, 22.6891, -5.6842], [3.2316, 23.5922, -5.1295], [4.4188, 22.3034, -5.2312], [3.6979, 23.0657, -6.6977], [1.4878, 22.2542, -6.1229], [2.6233, 20.8972, -6.4293], [2.1789, 19.2893, -5.0464], [1.6595, 21.5674, 0.8917], [0.5790, 20.6277, 1.1777], [2.0885, 21.3294, -0.3128], [1.1304, 22.9980, 1.1487], [2.0577, 23.7354, 1.8201], [0.8599, 23.6568, 0.0206], [0.0036, 23.0449, 1.8924], [0.5330, 19.9810, 2.4159], [-0.5713, 18.9539, 2.3554], [-1.4931, 19.4152, 1.9778], [-0.3469, 18.1748, 1.6210], [-0.8832, 18.4964, 3.2982], [0.3457, 20.6820, 3.2436], [1.5109, 19.5215, 2.6204], [2.4761, 21.3372, 1.6156], [-3.4251, 18.2400, -2.6337], [-2.3592, 18.1885, -1.5398], [-1.2047, 17.2925, -1.9475], [-0.2947, 17.2407, -0.8755], [0.8705, 16.5168, -1.1912], [-1.8154, 19.4938, -1.1427], [-4.2158, 18.9627, -2.4215], [-3.8887, 17.2655, -2.7956], [-2.9652, 18.5708, -3.5701], [-2.7917, 17.6361, -0.6936], [-0.6909, 17.6864, -2.8436], [-1.4460, 16.2666, -2.2687], [1.5684, 16.5880, -0.3544], [1.4124, 16.9636, -2.0380], [0.7016, 15.4446, -1.3763], [-1.7870, 20.1273, -1.9481], [-2.5535, 20.0007, -0.6457]]}


# 8
{"formula": "C12H24AlO13P", "method": "ωB97M-V/def2-TZVPD", "e_above_lowest_kj_mol": 87.26, "homo_lumo_gap_ha": 0.1869, "homo_ev": -9.494, "lumo_energy_ev": -4.41, "symbols": ["Al", "P", "O", "O", "O", "O", "C", "C", "O", "C", "O", "O", "C", "H", "H", "H", "H", "H", "H", "H", "H", "C", "C", "O", "C", "O", "O", "C", "H", "H", "H", "H", "H", "H", "H", "H", "C", "C", "O", "C", "O", "O", "C", "H", "H", "H", "H", "H", "H", "H", "H"], "xyz": [[6.7182, 13.8531, 4.0309], [5.2630, 12.5245, 6.4789], [4.4672, 11.8659, 7.6176], [4.5509, 13.7616, 5.9427], [5.3990, 11.6241, 5.1879], [6.6950, 13.0446, 6.8090], [6.3937, 12.6884, -1.5191], [7.4326, 11.9226, -0.7783], [6.8633, 10.8212, -0.1362], [6.1231, 11.1120, 0.9990], [6.0729, 12.1586, 1.6620], [5.5450, 9.9521, 1.3669], [5.1742, 9.8046, 2.7510], [6.1029, 12.2680, -2.4818], [6.8240, 13.6525, -1.7900], [5.5060, 12.9057, -0.9250], [8.0271, 12.6000, -0.1653], [8.1229, 11.6119, -1.5625], [4.6035, 10.6583, 3.1167], [6.0831, 9.7689, 3.3515], [4.5080, 8.9744, 2.9856], [11.4549, 10.0910, 1.1969], [10.7235, 11.0104, 2.1664], [10.3618, 10.3358, 3.3841], [9.2944, 10.7302, 4.0661], [8.5616, 11.6657, 3.7853], [9.0544, 9.9358, 5.0799], [7.8091, 9.9484, 5.7369], [11.8303, 10.7024, 0.3764], [10.7968, 9.3254, 0.7860], [12.2816, 9.5405, 1.6461], [9.9347, 11.4308, 1.5425], [11.5027, 11.7187, 2.4480], [7.7682, 9.1636, 6.4922], [7.0154, 9.7160, 5.0267], [7.6704, 10.8188, 6.3781], [7.1653, 19.9370, 1.6981], [6.9734, 18.5400, 2.3398], [5.8882, 18.6926, 3.3113], [5.4121, 17.7631, 4.0231], [5.8044, 16.5867, 4.0470], [4.3254, 18.2143, 4.7171], [3.4914, 17.2574, 5.3929], [6.3691, 20.3999, 1.1151], [7.9922, 19.7385, 1.0162], [7.4770, 20.6344, 2.4756], [7.9070, 18.3135, 2.8548], [6.8612, 17.7749, 1.5715], [2.5725, 17.7303, 5.7393], [4.1446, 16.8504, 6.1648], [3.0714, 16.4277, 4.8243]]}


Largest force on an atom (eV/Å)
1.84, 10.05, 0.83, 3.01, 4.35, 0.45, 2.30, 4.63